# C23H53AsCuN8O3P4S

A structure of composition C23H53AsCuN8O3P4S (ωB97M-V/def2-TZVPD, the OMol25 dataset).

The geometry in XYZ format:
```
94
Properties=species:S:1:pos:R:3:forces:R:3
Cu 0.397160 -1.515490 -0.183002 -0.5 -0.1 -0.3
C 4.362398 -0.033768 0.871705 0.1 -0.1 -0.1
N 3.273150 0.579050 1.630337 -0.2 0.0 0.2
C 3.661301 1.843695 2.244815 -0.1 0.1 0.1
P 2.186014 -0.445591 2.311117 0.0 -0.1 -0.2
O 1.727822 -1.480510 1.342081 0.1 -0.1 0.2
O 1.000505 0.538865 2.775697 0.0 0.1 0.0
P -0.156271 1.227615 1.850785 -0.1 -0.1 -0.1
O -0.553859 0.321974 0.743835 0.2 0.1 0.0
N -1.313344 1.477278 2.980357 0.3 0.0 0.0
C -1.116019 1.588752 4.418105 0.0 0.0 0.1
C -2.543662 2.093509 2.503127 -0.1 0.0 -0.1
N 0.379913 2.661406 1.284035 -0.1 -0.1 0.2
C 0.527691 3.824792 2.146188 0.0 0.1 0.1
C 1.053529 2.776406 0.002266 0.0 0.0 -0.1
N 2.713107 -1.165540 3.673427 0.0 0.1 -0.1
C 3.113828 -0.373252 4.829225 0.0 0.1 0.0
C 2.409608 -2.554364 3.991259 0.0 -0.1 0.0
H 5.201354 -0.299476 1.521595 0.0 0.0 0.0
H 4.707498 0.686257 0.128119 0.0 0.0 0.0
H 4.002931 -0.921136 0.357276 0.0 0.0 0.0
H 4.516902 1.723255 2.916804 0.0 0.0 0.0
H 2.829007 2.269726 2.802041 0.0 0.0 0.0
H 3.946521 2.546859 1.459690 0.0 0.0 0.0
H -0.185002 1.118376 4.714127 0.0 0.0 0.0
H -1.937955 1.085269 4.931315 0.0 0.0 0.0
H -1.108865 2.634026 4.741421 0.0 0.0 0.0
H -2.695085 1.850973 1.452142 0.0 0.0 0.0
H -2.523089 3.179301 2.628248 0.0 0.0 0.0
H -3.384484 1.692668 3.070796 0.0 0.0 0.0
H 0.127440 3.629913 3.138718 0.0 0.0 0.0
H -0.005779 4.678191 1.721573 0.0 0.0 0.0
H 1.580622 4.102172 2.249502 0.0 0.0 0.0
H 0.796731 1.936441 -0.633531 0.0 0.0 0.0
H 2.137852 2.829532 0.133998 0.0 0.0 0.0
H 0.720669 3.692402 -0.490610 0.0 0.0 0.0
H 3.268145 0.669377 4.557796 0.0 0.0 0.0
H 4.047268 -0.758716 5.240294 0.0 0.0 0.0
H 2.343997 -0.414111 5.605314 0.0 0.0 0.0
H 2.178256 -3.099572 3.080861 0.0 0.0 0.0
H 1.569453 -2.621803 4.689343 0.0 0.0 0.0
H 3.283755 -3.009184 4.457535 0.0 0.0 0.0
C -0.685669 -4.503720 1.563120 0.0 -0.1 0.0
P -1.121895 -2.795587 1.119834 0.3 0.2 0.0
C -1.522216 -2.051624 2.721390 -0.1 -0.1 0.1
C -2.668871 -2.925680 0.195312 0.0 0.0 0.1
C -3.892430 -3.179395 0.803550 0.0 0.0 0.0
C -5.045471 -3.263199 0.038416 0.0 0.0 0.0
C -4.976994 -3.101787 -1.337633 0.0 0.0 0.0
C -3.758673 -2.857214 -1.953416 0.0 0.0 0.0
C -2.599201 -2.767070 -1.191864 0.1 0.0 -0.1
P -0.964000 -2.442109 -1.905536 0.2 0.0 0.2
C -1.242393 -1.964702 -3.629905 0.0 -0.1 0.0
C -0.171980 -4.076798 -2.113924 0.0 -0.1 -0.1
H -1.487183 -4.942839 2.160341 0.0 0.0 0.0
H 0.233655 -4.509738 2.147467 0.0 0.0 0.0
H -0.540581 -5.115510 0.673676 0.0 0.0 0.0
H -2.129748 -2.735399 3.318475 0.0 0.1 0.0
H -2.042865 -1.109797 2.577044 0.0 0.1 0.0
H -0.595035 -1.850983 3.258780 0.0 0.0 0.0
H -3.957232 -3.304829 1.876929 0.0 0.0 0.0
H -5.996147 -3.451924 0.516141 0.0 0.0 0.0
H -5.876205 -3.168779 -1.934274 0.0 0.0 0.0
H -3.723863 -2.738722 -3.027631 0.0 0.0 0.0
H -1.878321 -1.087417 -3.704157 0.0 0.0 0.0
H -1.675702 -2.814185 -4.161870 0.0 0.0 0.0
H -0.281255 -1.719373 -4.078712 0.0 0.0 0.0
H -0.892509 -4.826375 -2.443854 0.0 0.0 0.0
H 0.310265 -4.414938 -1.197267 -0.1 0.0 0.0
H 0.602940 -3.975928 -2.874873 0.0 0.0 0.0
C -1.218497 3.899297 -4.972901 0.1 0.0 -0.1
As -1.873996 2.761618 -3.568572 0.0 0.0 0.1
C -3.541663 2.041354 -4.199383 0.0 -0.1 0.0
C -2.330996 3.930893 -2.109325 0.1 0.0 0.0
S -0.530657 1.262081 -2.972996 0.0 0.1 0.0
H -1.899961 4.733541 -5.128504 0.0 0.0 0.0
H -1.138870 3.315247 -5.889628 0.0 0.0 0.1
H -0.234656 4.270483 -4.686768 -0.1 0.0 0.0
H -4.225973 2.848851 -4.450913 0.0 0.0 0.0
H -3.972250 1.418481 -3.416481 0.0 0.0 0.0
H -3.345955 1.434242 -5.082871 0.0 0.0 0.0
H -3.173260 4.562219 -2.384136 0.0 0.0 0.0
H -1.467040 4.552845 -1.875753 0.0 0.0 0.0
H -2.582440 3.318287 -1.244422 0.0 0.0 0.0
N 2.547722 0.998426 -4.442671 0.0 0.0 0.2
C 3.612763 0.286501 -4.056268 0.1 0.1 -0.2
N 4.731353 0.354133 -4.787697 -0.1 0.0 0.1
N 3.659583 -0.498049 -2.986578 0.1 0.1 -0.3
C 2.610693 -0.730177 -2.280061 -0.2 -0.2 0.6
N 1.768895 -1.029063 -1.537250 0.0 0.2 -0.1
H 2.612680 1.610833 -5.237851 0.0 0.0 0.0
H 1.725464 1.114062 -3.850345 0.0 -0.1 -0.1
H 4.801504 0.905127 -5.623632 0.0 0.0 0.0
H 5.504091 -0.231204 -4.520275 0.0 0.0 0.0
```
Positions in Å, forces in eV/Å.

Computed properties:
LUMO level (alpha / beta): -3.7 / -5.5 eV
Net charge: +2
Molar mass: 784.16 g mol⁻¹
Spin multiplicity: 2
Energy above the lowest of the compared OMol25 structures with the same formula, charge and spin: 0.0000 eV
Frontier orbital gap (alpha / beta): 9.0 / 7.5 eV
HOMO energy (alpha / beta): -0.4671 / -0.4768 Eh